[1]
Molecular formula: C5H8N2
Method: DFT, wB97M-V/def2-TZVPD

Computed properties:
Multiplicity ... 1
Total energy ... -8294.939 eV
SMILES ... Cc1cn(C)cn1
Energy above the lowest of the compared OMol25 structures with the same formula, charge and spin ... 1.31 kcal/mol
LUMO energy ... 0.0327 Eh

The geometry in XYZ format:
```
15
Properties=species:S:1:pos:R:3:forces:R:3:lowdin_charge:R:1
C -1.6006 -1.7074 -1.1867 0.0 0.0 0.0 -0.05
C -0.6392 -0.9108 -0.3557 -0.1 0.0 -0.1 -0.36
C -0.2340 0.3847 -0.5379 -0.1 0.0 0.0 -0.05
N 0.6524 0.6562 0.4782 -0.1 -0.2 0.0 -0.15
C 1.3133 1.9215 0.7062 0.1 0.1 0.0 -0.03
C 0.7409 -0.4795 1.2181 0.1 0.1 0.1 -0.18
N -0.0157 -1.4427 0.7505 0.0 0.2 -0.1 0.09
H -1.0898 -2.2446 -1.9960 -0.1 0.1 0.2 0.07
H -2.1069 -2.4524 -0.5675 0.1 0.1 0.0 0.07
H -2.3610 -1.0595 -1.6385 0.2 -0.1 0.1 0.07
H -0.4874 1.1275 -1.2833 0.0 -0.1 0.1 0.12
H 0.5735 2.7233 0.7891 0.1 -0.1 0.0 0.09
H 1.8802 1.8684 1.6372 -0.1 0.0 -0.1 0.09
H 2.0032 2.1539 -0.1108 -0.1 0.0 0.1 0.09
H 1.3712 -0.5385 2.0972 -0.1 0.0 -0.1 0.12
```
Positions in Å, forces in eV/Å.

[2]
Molecular formula: C4H9N4O2
Method: DFT, wB97M-V/def2-TZVPD

Computed properties:
Multiplicity ... 1
Total energy ... -14337.360 eV
SMILES ... O=[N+]([O-])/N=C/[C@@H]1NCC[NH2+]1
Energy above the lowest of the compared OMol25 structures with the same formula, charge and spin ... 111.71 kcal/mol
LUMO energy ... -0.1652 Eh
Net charge ... +1

The geometry in XYZ format:
```
19
Properties=species:S:1:pos:R:3:forces:R:3:lowdin_charge:R:1
O 4.4734 -0.1895 -1.2397 0.7 0.0 0.3 0.15
N 4.0726 -0.1794 -0.1148 -1.0 -1.1 0.9 -0.43
O 4.5740 -0.3860 0.9609 1.0 0.1 -0.5 0.13
N 2.6821 0.1100 -0.0485 -2.9 0.3 0.8 0.16
C 1.8790 -0.5214 0.7493 1.8 2.4 -3.8 0.01
C 0.4563 -0.1272 0.7038 0.8 1.9 1.5 -0.36
N -0.4563 -1.1071 0.3667 0.2 -2.6 -1.4 0.02
C -1.6483 -0.4845 -0.2691 -0.1 -0.2 0.6 -0.12
C -1.2629 0.9804 -0.4593 1.4 0.2 -2.5 -0.06
N 0.2445 0.9246 -0.3238 0.0 -1.8 -1.3 0.09
H 2.1264 -1.3201 1.3120 1.1 -2.6 2.2 0.12
H 0.3355 0.4305 1.6570 -0.7 -0.6 0.1 0.19
H 0.0136 -1.8555 -0.2089 -1.0 1.0 0.8 0.17
H -2.4105 -0.5794 0.5024 -0.6 0.0 -0.7 0.13
H -1.9291 -0.8907 -1.2770 0.2 -0.2 1.3 0.15
H -1.4125 1.2445 -1.5425 -0.3 0.3 1.3 0.15
H -1.5918 1.7237 0.2204 -0.8 0.4 0.6 0.12
H 0.5924 0.3679 -1.1583 0.2 1.9 0.6 0.20
H 0.7791 1.7520 -0.0840 0.0 0.4 -0.7 0.18
```
Positions in Å, forces in eV/Å.

[3]
Molecular formula: C8H24ClI2OP2SZr
Method: DFT, wB97M-V/def2-TZVPD

Computed properties:
Multiplicity ... 1
Total energy ... -70117.329 eV
LUMO energy ... -0.4931 Eh
Net charge ... +3

The geometry in XYZ format:
```
40
Properties=species:S:1:pos:R:3:forces:R:3:lowdin_charge:R:1
I 0.0122 1.0980 1.4626 -0.1 0.1 -1.0 0.63
I 0.1534 -1.5294 1.7410 0.0 -0.8 -1.0 0.54
Zr -0.0323 -0.7717 -3.1983 0.1 0.4 -0.1 1.04
P -2.0574 -0.3649 -1.7587 -3.5 0.6 1.1 0.65
C -2.9176 -0.2113 -0.1356 0.4 0.0 1.2 -0.31
C -2.9099 1.1273 -2.4121 0.8 0.4 -0.5 -0.23
H -3.9766 0.9079 -2.4964 0.2 0.0 0.0 0.08
H -4.1889 -1.2341 -2.4240 0.1 -0.1 -0.2 0.07
H -2.4887 1.4046 -3.3734 -0.3 0.3 -0.1 0.01
H -2.9037 -2.0976 -3.3074 -0.2 -0.2 -0.4 0.04
H -2.6893 0.7331 0.3657 0.1 -0.1 -0.3 -0.01
H -2.7608 1.9458 -1.7020 0.0 -0.1 -0.2 0.07
C -3.1973 -1.6822 -2.3483 0.5 -0.5 -0.2 -0.24
H -4.0082 -0.2259 -0.3243 0.6 -0.1 -0.2 0.09
H -3.2359 -2.4973 -1.6262 0.1 -0.1 0.0 0.07
H -2.6795 -1.0052 0.5726 0.0 -0.1 -0.2 0.01
P 2.0449 -0.4128 -1.7694 3.1 0.2 1.0 0.64
C 2.9624 -0.2218 -0.1774 -0.9 -0.1 1.3 -0.31
C 3.1877 -1.7160 -2.3484 -0.3 -0.7 -0.2 -0.25
H 2.4022 1.3323 -3.4038 0.4 0.4 -0.1 0.02
H 3.9173 0.7644 -2.6063 -0.2 0.2 -0.1 0.08
H 2.8045 1.8398 -1.7218 -0.1 0.1 -0.3 0.07
C 2.8694 1.0435 -2.4664 -0.5 0.5 -0.6 -0.24
H 2.8996 -2.1234 -3.3169 0.3 -0.2 -0.2 0.05
H 4.1789 -1.2529 -2.4131 -0.2 -0.2 -0.2 0.07
H 4.0339 -0.2792 -0.3955 -0.3 -0.1 -0.3 0.08
H 2.7072 -0.9926 0.5562 0.2 0.1 -0.2 -0.02
H 3.2365 -2.5154 -1.6015 -0.1 0.0 -0.3 0.07
H 2.7706 0.7528 0.2748 -0.1 -0.1 -0.1 0.01
Cl -0.1201 0.8608 -4.7861 0.1 -0.5 0.5 0.19
C -0.7669 -0.4554 4.7821 -1.6 -0.5 0.2 -0.26
S 0.6094 0.4098 4.1406 0.9 0.6 1.7 0.49
C 0.3932 2.1316 4.6368 0.5 -0.6 0.1 -0.22
O 1.8531 -0.1104 4.7104 -0.2 0.1 -0.6 -0.36
H -1.6063 0.2425 4.7307 -0.1 -0.1 0.1 0.08
H -0.6234 -0.8026 5.8075 0.4 0.3 0.1 0.10
H -1.0338 -1.3363 4.1793 0.3 0.4 0.3 0.00
H 0.7582 2.1544 5.6724 -0.2 0.3 -0.2 0.10
H 1.0580 2.6814 3.9511 -0.3 0.0 0.5 0.06
H -0.6557 2.4085 4.5293 0.1 0.1 0.0 0.07
```
Positions in Å, forces in eV/Å.

[4]
Molecular formula: C11H13BBrNRu
Method: DFT, wB97M-V/def2-TZVPD

Computed properties:
Multiplicity ... 6
Total energy ... -86404.714 eV
Energy above the lowest of the compared OMol25 structures with the same formula, charge and spin ... 0.00 kcal/mol
LUMO energy (alpha / beta) ... 0.1225 / 0.0402 Eh
Net charge ... -1

The geometry in XYZ format:
```
28
Properties=species:S:1:pos:R:3:forces:R:3:mulliken_spin:R:1
C -1.3166 -1.0432 -1.5771 0.3 -0.7 0.4 0.13
C -1.6755 -2.1452 -0.7389 -1.8 1.0 -0.6 0.06
C -2.5924 -1.5903 0.2718 -1.5 -0.2 -0.8 0.09
H -1.4947 -3.1957 -0.9386 -0.2 0.2 0.0 0.01
C -2.3725 -0.1385 0.2765 -1.4 -0.8 -2.6 0.05
C -1.7221 0.1494 -0.9814 -0.7 0.6 0.4 0.18
H -1.7470 1.1242 -1.4916 0.5 -0.4 0.6 0.00
H -0.8779 -1.1555 -2.5587 0.4 0.1 0.2 0.01
H -3.4250 -2.1182 0.7298 0.2 0.1 0.1 0.01
H -2.8640 0.6131 0.8885 0.1 -0.4 0.0 -0.02
Ru -0.8823 -1.4952 1.2633 2.1 -1.4 0.3 3.13
Br 1.0364 -2.8934 1.7545 0.9 -1.0 0.2 0.19
C 2.4391 1.7357 0.2622 -1.7 1.8 -0.6 0.22
C 1.5768 2.4517 -0.5879 1.5 1.2 1.7 0.07
C 1.4081 1.7251 -1.8034 0.4 -1.8 0.3 0.40
H 1.2106 3.4849 -0.4202 0.3 -0.9 -0.1 0.00
C 2.0127 0.4451 -1.6177 0.6 0.3 1.1 -0.07
C 2.6397 0.4442 -0.3301 -0.7 -0.8 -2.2 0.35
H 3.1263 -0.4086 0.1425 -0.1 0.3 -0.2 0.01
H 2.8433 2.0689 1.2165 -0.3 -0.1 -0.3 0.00
H 0.9104 2.0682 -2.7032 0.0 -0.1 0.2 0.01
H 1.9542 -0.3991 -2.2909 0.1 0.1 0.1 0.01
B 0.0080 -0.0421 4.5086 -0.1 0.3 0.7 -0.01
C -0.0867 0.1029 2.9827 -0.1 1.1 -2.9 0.10
N -0.1871 0.3061 1.8090 1.3 1.6 3.8 0.04
H -0.9894 0.5535 4.9034 0.2 -0.1 0.2 0.00
H 1.0347 0.5516 4.7794 0.0 0.0 0.2 0.01
H 0.0333 -1.2006 4.8616 0.0 0.0 -0.1 0.01
```
Positions in Å, forces in eV/Å.

What did the fourth record say?
Molecular formula: C11H13BBrNRu
Method: DFT, wB97M-V/def2-TZVPD

Computed properties:
Multiplicity ... 6
Total energy ... -86404.714 eV
Energy above the lowest of the compared OMol25 structures with the same formula, charge and spin ... 0.00 kcal/mol
LUMO energy (alpha / beta) ... 0.1225 / 0.0402 Eh
Net charge ... -1

The geometry in XYZ format:
```
28
Properties=species:S:1:pos:R:3:forces:R:3:mulliken_spin:R:1
C -1.3166 -1.0432 -1.5771 0.3 -0.7 0.4 0.13
C -1.6755 -2.1452 -0.7389 -1.8 1.0 -0.6 0.06
C -2.5924 -1.5903 0.2718 -1.5 -0.2 -0.8 0.09
H -1.4947 -3.1957 -0.9386 -0.2 0.2 0.0 0.01
C -2.3725 -0.1385 0.2765 -1.4 -0.8 -2.6 0.05
C -1.7221 0.1494 -0.9814 -0.7 0.6 0.4 0.18
H -1.7470 1.1242 -1.4916 0.5 -0.4 0.6 0.00
H -0.8779 -1.1555 -2.5587 0.4 0.1 0.2 0.01
H -3.4250 -2.1182 0.7298 0.2 0.1 0.1 0.01
H -2.8640 0.6131 0.8885 0.1 -0.4 0.0 -0.02
Ru -0.8823 -1.4952 1.2633 2.1 -1.4 0.3 3.13
Br 1.0364 -2.8934 1.7545 0.9 -1.0 0.2 0.19
C 2.4391 1.7357 0.2622 -1.7 1.8 -0.6 0.22
C 1.5768 2.4517 -0.5879 1.5 1.2 1.7 0.07
C 1.4081 1.7251 -1.8034 0.4 -1.8 0.3 0.40
H 1.2106 3.4849 -0.4202 0.3 -0.9 -0.1 0.00
C 2.0127 0.4451 -1.6177 0.6 0.3 1.1 -0.07
C 2.6397 0.4442 -0.3301 -0.7 -0.8 -2.2 0.35
H 3.1263 -0.4086 0.1425 -0.1 0.3 -0.2 0.01
H 2.8433 2.0689 1.2165 -0.3 -0.1 -0.3 0.00
H 0.9104 2.0682 -2.7032 0.0 -0.1 0.2 0.01
H 1.9542 -0.3991 -2.2909 0.1 0.1 0.1 0.01
B 0.0080 -0.0421 4.5086 -0.1 0.3 0.7 -0.01
C -0.0867 0.1029 2.9827 -0.1 1.1 -2.9 0.10
N -0.1871 0.3061 1.8090 1.3 1.6 3.8 0.04
H -0.9894 0.5535 4.9034 0.2 -0.1 0.2 0.00
H 1.0347 0.5516 4.7794 0.0 0.0 0.2 0.01
H 0.0333 -1.2006 4.8616 0.0 0.0 -0.1 0.01
```
Positions in Å, forces in eV/Å.

Question: The highest total energy belongs to which entry?
Answer: C5H8N2